Entry 1:
C43H58BiCl2P2SSi | wB97M-V/def2-TZVPD

Net charge: +1
E_tot: -113705.772 eV

Last column: Löwdin charge in e.
Positions of all 108 atoms, in Å:
Bi 0.888 -0.965 0.965  1.07
C -1.114 0.223 4.021  -0.19
Si -0.744 0.674 2.247  0.48
C -2.279 0.539 1.133  -0.31
C -3.117 1.654 1.033  -0.08
C -4.248 1.642 0.230  -0.06
C -4.565 0.508 -0.508  -0.05
C -3.753 -0.610 -0.428  -0.09
C -2.622 -0.608 0.391  -0.38
P -1.527 -2.059 0.418  0.94
C -1.526 -2.768 -1.264  -0.43
C -0.591 -3.988 -1.303  -0.22
C -0.506 -4.558 -2.719  -0.17
C -0.116 -3.487 -3.764  -0.18
C 0.086 -2.113 -3.130  -0.21
C -1.144 -1.700 -2.325  -0.20
C -2.024 -3.428 1.547  -0.42
C -3.234 -4.271 1.114  -0.18
C -4.580 -3.625 1.443  -0.18
C -4.665 -3.251 2.922  -0.19
C -3.512 -2.326 3.309  -0.19
C -2.169 -2.991 3.009  -0.21
C -0.160 2.470 2.282  -0.30
C -0.699 3.273 3.297  -0.11
C -0.273 4.577 3.495  -0.06
C 0.730 5.101 2.693  -0.06
C 1.269 4.333 1.673  -0.08
C 0.821 3.031 1.444  -0.37
P 1.414 2.036 0.039  0.98
C 3.071 2.715 -0.397  -0.43
C 3.873 1.630 -1.143  -0.23
C 5.207 2.204 -1.614  -0.19
C 4.999 3.299 -2.678  -0.18
C 3.621 3.966 -2.563  -0.20
C 3.177 4.091 -1.107  -0.19
C 0.114 2.389 -1.223  -0.44
C -0.330 3.818 -1.532  -0.18
C -1.737 3.759 -2.160  -0.17
C -1.937 2.487 -3.007  -0.19
C -0.615 2.040 -3.628  -0.17
C 0.399 1.646 -2.537  -0.20
H -2.149 0.476 4.268  0.05
H -0.452 0.795 4.673  0.05
H -0.962 -0.830 4.248  0.00
H -2.869 2.559 1.576  0.10
H -4.875 2.522 0.167  0.12
H -5.437 0.498 -1.148  0.12
H -3.998 -1.484 -1.020  0.11
H -2.540 -3.128 -1.454  0.11
H -0.952 -4.763 -0.624  0.10
H 0.407 -3.709 -0.949  0.10
H -1.473 -4.998 -2.974  0.11
H 0.213 -5.378 -2.722  0.11
H -0.899 -3.406 -4.521  0.11
H 0.791 -3.785 -4.291  0.11
H 0.276 -1.369 -3.905  0.11
H 0.972 -2.122 -2.486  0.11
H -1.984 -1.562 -3.010  0.13
H -0.981 -0.723 -1.861  0.06
H -1.122 -4.048 1.480  0.10
H -3.158 -5.212 1.670  0.13
H -3.178 -4.541 0.058  0.10
H -5.381 -4.316 1.177  0.12
H -4.726 -2.724 0.842  0.09
H -4.614 -4.162 3.529  0.12
H -5.624 -2.777 3.137  0.11
H -3.560 -2.074 4.370  0.12
H -3.604 -1.387 2.754  0.10
H -2.080 -3.895 3.620  0.13
H -1.336 -2.350 3.296  0.02
H -1.453 2.869 3.964  0.10
H -0.706 5.174 4.287  0.11
H 1.087 6.110 2.857  0.11
H 2.043 4.756 1.048  0.09
H 3.522 2.808 0.597  0.11
H 3.309 1.256 -2.004  0.10
H 4.030 0.777 -0.477  0.09
H 5.841 1.410 -2.010  0.11
H 5.729 2.616 -0.745  0.11
H 5.107 2.871 -3.676  0.11
H 5.780 4.055 -2.579  0.11
H 2.881 3.396 -3.128  0.09
H 3.649 4.957 -3.018  0.11
H 2.238 4.639 -1.049  0.08
H 3.919 4.697 -0.577  0.12
H -0.742 1.896 -0.737  0.09
H 0.375 4.271 -2.234  0.11
H -0.346 4.444 -0.639  0.11
H -1.896 4.646 -2.777  0.11
H -2.486 3.788 -1.365  0.10
H -2.680 2.669 -3.784  0.11
H -2.335 1.678 -2.383  0.09
H -0.212 2.861 -4.227  0.12
H -0.770 1.206 -4.314  0.11
H 1.409 1.873 -2.881  0.08
H 0.372 0.570 -2.358  0.07
Cl 3.436 -0.127 2.741  0.65
C 3.965 -1.747 2.370  -0.69
C 5.295 -1.915 2.026  -0.11
C 5.751 -3.179 1.692  -0.06
C 4.877 -4.252 1.682  -0.10
C 3.547 -4.062 2.016  -0.68
Cl 2.495 -5.438 1.947  0.67
C 3.050 -2.808 2.396  -0.75
S 1.367 -2.597 2.898  0.46
H 5.960 -1.063 2.024  0.11
H 6.791 -3.327 1.435  0.12
H 5.218 -5.242 1.412  0.11



Entry 2:
C43H58BrN2O3SeSiV | wB97M-V/def2-TZVPD

Net charge: 0
Energy above the lowest of the compared OMol25 structures with the same formula, charge and spin: 21.7 kcal/mol
E_tot: -223615.077 eV
⟨S²⟩: 2.0156
Spin multiplicity: 3

Last column: Löwdin charge in e.
Positions of all 110 atoms, in Å:
V -1.508 0.711 1.207  0.99
C 3.421 1.805 -4.865  -0.07
C 3.746 1.357 -3.440  -0.56
C 4.976 2.138 -2.964  -0.05
C 4.080 -0.141 -3.467  -0.04
C 2.581 1.585 -2.480  -0.17
C 2.746 1.310 -1.128  -0.06
C 1.693 1.453 -0.241  -0.39
Se 1.918 0.817 1.553  1.17
C 1.775 -1.007 1.001  -0.40
C 2.911 -1.787 0.991  -0.08
C 2.916 -3.058 0.416  -0.17
C 1.752 -3.460 -0.207  0.01
C 0.565 -2.707 -0.240  -0.08
C 0.561 -1.486 0.448  -0.30
O -0.530 -0.736 0.586  -0.25
C -0.563 -3.297 -1.090  -0.53
C -0.073 -3.383 -2.544  -0.04
C -0.919 -4.704 -0.589  -0.05
C -1.855 -2.485 -1.095  -0.06
C 4.191 -3.896 0.445  -0.56
C 4.607 -4.133 1.902  -0.05
C 5.313 -3.150 -0.287  -0.05
C 4.006 -5.256 -0.227  -0.07
C 0.440 1.880 -0.675  -0.35
O -0.552 2.021 0.194  -0.26
C 0.231 2.154 -2.043  -0.08
C 1.319 2.001 -2.901  0.03
C -1.149 2.547 -2.573  -0.52
C -2.118 1.362 -2.425  -0.03
C -1.115 2.909 -4.059  -0.07
C -1.710 3.757 -1.811  -0.04
H 4.291 1.651 -5.504  0.08
H 3.158 2.863 -4.907  0.09
H 2.595 1.234 -5.292  0.08
H 4.758 3.203 -2.882  0.09
H 5.801 2.011 -3.668  0.08
H 5.320 1.793 -1.989  0.07
H 4.932 -0.332 -4.123  0.08
H 3.231 -0.723 -3.827  0.09
H 4.331 -0.505 -2.470  0.07
H 3.692 0.942 -0.751  0.10
H 3.823 -1.379 1.411  0.10
H 1.745 -4.412 -0.719  0.09
H 0.810 -4.012 -2.643  0.08
H 0.179 -2.391 -2.921  0.09
H -0.858 -3.802 -3.178  0.08
H -0.078 -5.393 -0.647  0.07
H -1.728 -5.117 -1.196  0.08
H -1.255 -4.670 0.449  0.09
H -1.705 -1.463 -1.443  0.07
H -2.281 -2.446 -0.097  0.06
H -2.573 -2.977 -1.759  0.09
H 4.790 -3.193 2.422  0.08
H 5.525 -4.722 1.943  0.08
H 3.830 -4.670 2.446  0.09
H 5.531 -2.191 0.182  0.08
H 5.038 -2.958 -1.325  0.08
H 6.230 -3.741 -0.279  0.08
H 3.225 -5.844 0.258  0.09
H 4.936 -5.823 -0.165  0.08
H 3.751 -5.156 -1.283  0.08
H 1.171 2.205 -3.949  0.08
H -1.746 0.486 -2.959  0.09
H -3.090 1.626 -2.850  0.08
H -2.278 1.107 -1.377  0.05
H -0.817 2.066 -4.683  0.08
H -0.443 3.743 -4.266  0.09
H -2.118 3.207 -4.370  0.08
H -1.839 3.525 -0.757  0.06
H -2.676 4.042 -2.236  0.08
H -1.039 4.614 -1.901  0.09
Br 2.596 4.111 6.213  0.75
C 1.369 3.007 5.293  -0.69
C 0.599 3.551 4.273  -0.10
C -0.283 2.740 3.582  -0.02
C -0.402 1.405 3.944  -0.30
C 0.370 0.861 4.960  -0.03
C 1.268 1.669 5.639  -0.11
N -1.316 0.609 3.198  0.02
C -2.145 -0.118 3.849  -0.01
C -3.170 -0.833 3.104  -0.24
C -4.175 -1.572 3.718  0.01
C -5.177 -2.100 2.927  -0.04
C -5.154 -1.857 1.563  -0.02
C -4.107 -1.118 1.033  -0.10
N -3.125 -0.638 1.787  0.05
H 0.704 4.593 4.009  0.11
H -0.863 3.133 2.755  0.12
H 0.312 -0.195 5.186  0.12
H 1.893 1.258 6.418  0.10
H -2.131 -0.145 4.937  0.15
H -4.168 -1.708 4.790  0.12
H -5.975 -2.680 3.370  0.12
H -5.930 -2.230 0.911  0.12
H -4.038 -0.897 -0.025  0.13
C -3.993 4.569 1.357  -0.16
Si -4.338 2.731 1.279  0.30
C -5.405 2.353 -0.221  -0.15
C -5.229 2.170 2.845  -0.16
O -2.913 1.934 1.175  -0.42
H -4.907 5.129 1.567  0.03
H -3.581 4.938 0.417  0.02
H -3.276 4.799 2.144  0.03
H -6.251 3.041 -0.270  0.03
H -5.810 1.342 -0.198  0.02
H -4.832 2.470 -1.141  0.02
H -6.167 2.708 2.999  0.03
H -4.605 2.340 3.724  0.03
H -5.470 1.106 2.801  0.01



Entry 3:
C43H58F17NO10 | wB97M-V/def2-TZVPD

Net charge: 0
Energy above the lowest of the compared OMol25 structures with the same formula, charge and spin: 19.0 kcal/mol
E_tot: -113696.939 eV
SMILES: CCCCCCCCCCCCCCN1C(=O)c2ccc(CCCC(F)(F)C(F)(F)F)cc2C1=O.CCOC(=O)C(F)(F)F.CCOC(=O)C(F)(F)F.CCOC(=O)C(F)(F)F.CCOC(=O)C(F)(F)F

Last column: Löwdin charge in e.
Positions of all 129 atoms, in Å:
C 6.852 -1.267 3.290  -0.10
C 6.088 -0.556 2.143  -0.26
C 4.758 0.043 2.592  -0.22
C 3.801 0.235 1.404  -0.22
C 2.879 1.437 1.553  -0.23
C 1.700 1.211 2.493  -0.21
C 0.735 2.421 2.487  -0.20
C -0.730 1.978 2.359  -0.20
C -1.715 3.029 2.928  -0.21
C -2.783 2.388 3.816  -0.21
C -3.837 1.642 2.975  -0.19
C -5.072 2.520 2.725  -0.20
C -6.332 1.748 2.328  -0.15
C -7.370 1.663 3.475  -0.11
N -8.684 2.231 3.129  0.06
C -9.472 2.566 4.246  -0.34
O -9.110 3.008 5.319  0.12
C -10.891 2.297 3.846  -0.09
C -12.063 2.571 4.478  0.01
C -13.219 2.221 3.847  -0.02
C -13.241 1.607 2.623  -0.20
C -14.577 1.304 2.010  -0.13
C -14.719 -0.132 1.470  -0.16
C -15.689 -1.017 2.256  -0.07
C -17.090 -0.451 2.386  -0.43
F -17.346 0.552 1.530  0.13
F -17.203 0.080 3.637  0.10
C -18.251 -1.511 2.252  -0.54
F -19.178 -1.287 3.189  0.16
F -18.867 -1.347 1.075  0.16
F -17.829 -2.763 2.358  0.17
C -12.046 1.332 2.008  0.04
C -10.903 1.682 2.638  -0.09
C -9.477 1.530 2.192  -0.31
O -9.052 0.945 1.200  0.11
H 7.122 -2.275 2.985  0.06
H 7.777 -0.731 3.484  0.06
H 6.252 -1.340 4.191  0.06
H 5.961 -1.276 1.342  0.08
H 6.723 0.233 1.751  0.10
H 4.959 1.032 3.003  0.11
H 4.283 -0.553 3.369  0.10
H 4.442 0.428 0.544  0.09
H 3.264 -0.687 1.185  0.12
H 2.478 1.713 0.576  0.11
H 3.459 2.283 1.922  0.11
H 1.125 0.327 2.226  0.11
H 2.089 1.056 3.499  0.11
H 0.866 3.047 3.365  0.10
H 0.983 2.994 1.595  0.10
H -0.902 1.050 2.897  0.10
H -0.933 1.853 1.299  0.11
H -1.195 3.807 3.482  0.10
H -2.229 3.537 2.112  0.10
H -2.325 1.733 4.555  0.11
H -3.247 3.201 4.376  0.10
H -4.080 0.680 3.421  0.11
H -3.352 1.459 2.017  0.10
H -5.221 3.128 3.615  0.10
H -4.803 3.220 1.940  0.09
H -6.817 2.270 1.511  0.10
H -6.103 0.733 2.027  0.11
H -7.469 0.647 3.857  0.13
H -6.966 2.241 4.295  0.11
H -12.058 3.070 5.434  0.13
H -14.161 2.450 4.323  0.12
H -15.359 1.518 2.730  0.10
H -14.731 1.999 1.186  0.13
H -15.055 -0.109 0.437  0.12
H -13.763 -0.645 1.472  0.11
H -15.680 -2.001 1.802  0.12
H -15.313 -1.158 3.266  0.14
H -12.015 0.867 1.032  0.14
C 10.479 -2.965 -2.591  -0.06
C 10.494 -1.497 -2.224  -0.19
O 9.197 -0.894 -2.419  0.04
C 8.308 -1.105 -1.464  -0.40
O 8.471 -1.737 -0.463  0.17
C 7.003 -0.369 -1.803  -0.54
F 6.638 -0.567 -3.074  0.17
F 7.146 0.951 -1.625  0.17
F 6.010 -0.781 -1.022  0.16
H 10.116 -3.104 -3.609  0.08
H 11.477 -3.391 -2.511  0.07
H 9.815 -3.526 -1.933  0.08
H 11.170 -0.963 -2.876  0.10
H 10.832 -1.339 -1.200  0.13
C 8.655 -6.979 -6.928  -0.06
C 9.319 -7.877 -5.906  -0.19
O 10.676 -7.465 -5.649  0.04
C 10.826 -6.441 -4.824  -0.39
O 9.950 -5.839 -4.279  0.17
C 12.330 -6.168 -4.634  -0.54
F 12.976 -6.168 -5.805  0.17
F 12.883 -7.116 -3.868  0.17
F 12.558 -4.992 -4.050  0.16
H 9.247 -6.940 -7.843  0.08
H 7.660 -7.351 -7.167  0.08
H 8.562 -5.960 -6.555  0.08
H 9.389 -8.893 -6.287  0.13
H 8.757 -7.912 -4.974  0.13
C -7.626 3.829 -2.960  -0.06
C -6.925 5.106 -2.549  -0.19
O -5.821 4.836 -1.665  0.03
C -4.700 4.426 -2.240  -0.40
O -4.517 4.265 -3.408  0.18
C -3.623 4.217 -1.166  -0.54
F -4.108 3.536 -0.120  0.15
F -3.173 5.393 -0.713  0.17
F -2.584 3.544 -1.646  0.18
H -7.939 3.267 -2.079  0.08
H -8.503 4.057 -3.564  0.08
H -6.965 3.187 -3.540  0.08
H -7.603 5.744 -1.985  0.12
H -6.581 5.675 -3.412  0.13
C 17.609 -2.194 -4.558  -0.06
C 16.329 -2.711 -3.939  -0.19
O 15.651 -1.679 -3.197  0.03
C 14.939 -0.821 -3.912  -0.40
O 14.807 -0.821 -5.098  0.18
C 14.246 0.179 -2.975  -0.54
F 15.084 0.657 -2.051  0.17
F 13.228 -0.420 -2.333  0.15
F 13.752 1.211 -3.648  0.18
H 18.252 -1.755 -3.794  0.08
H 18.146 -3.005 -5.048  0.08
H 17.404 -1.420 -5.296  0.08
H 16.549 -3.494 -3.216  0.13
H 15.660 -3.133 -4.687  0.12



Entry 4:
C43H59BN9S3Tc | wB97M-V/def2-TZVPD

Net charge: +1
Energy above the lowest of the compared OMol25 structures with the same formula, charge and spin: 20.0 kcal/mol
E_tot: -94336.608 eV
⟨S²⟩: 3.7768
Spin multiplicity: 4

Last column: Löwdin charge in e.
Positions of all 116 atoms, in Å:
Tc 2.155 -0.540 -1.283  1.23
C 0.242 3.501 3.018  -0.06
C 0.270 2.085 2.520  -0.25
C 0.326 1.066 3.392  0.03
C 0.419 -0.282 2.939  -0.23
N 0.336 -0.572 1.682  0.15
N 0.165 0.438 0.767  -0.02
B -0.092 -0.125 -0.648  -0.57
N -0.773 0.860 -1.663  -0.06
N -1.997 1.251 -1.290  0.17
C -2.612 2.168 -1.991  -0.20
C -2.029 2.672 -3.173  0.08
C -0.813 2.224 -3.589  -0.23
C -0.139 2.727 -4.834  -0.05
C -0.157 1.287 -2.757  -0.62
S 1.448 0.774 -3.088  0.77
C -3.957 2.638 -1.442  -0.54
C -4.573 3.719 -2.326  -0.06
C -3.728 3.203 -0.028  -0.04
C -4.899 1.432 -1.365  -0.04
N -1.159 -1.323 -0.579  0.03
N -2.020 -1.190 0.426  0.19
C -3.081 -1.951 0.486  -0.19
C -3.345 -2.891 -0.527  0.08
C -2.472 -3.046 -1.562  -0.22
C -2.716 -4.067 -2.644  -0.04
C -1.315 -2.230 -1.540  -0.41
S -0.036 -2.456 -2.731  1.00
C -3.987 -1.815 1.707  -0.53
C -3.769 -3.049 2.603  -0.03
C -3.658 -0.545 2.497  -0.04
C -5.463 -1.780 1.272  -0.04
C 0.232 1.785 1.094  -0.64
S 0.279 3.011 -0.040  0.79
C 0.659 -1.382 3.970  -0.54
C 2.047 -1.153 4.594  -0.03
C -0.415 -1.288 5.064  -0.03
C 0.633 -2.773 3.351  -0.05
H -0.790 3.814 3.202  0.10
H 0.661 4.182 2.285  0.04
H 0.794 3.583 3.956  0.09
H 0.347 1.277 4.458  0.13
H -2.549 3.423 -3.759  0.12
H -0.780 3.428 -5.367  0.09
H 0.117 1.897 -5.498  0.09
H 0.799 3.227 -4.576  0.09
H -3.923 4.596 -2.405  0.09
H -5.516 4.047 -1.885  0.09
H -4.789 3.347 -3.332  0.09
H -3.067 4.074 -0.058  0.09
H -3.265 2.451 0.614  0.07
H -4.684 3.507 0.410  0.09
H -5.156 1.065 -2.365  0.09
H -5.826 1.714 -0.856  0.09
H -4.422 0.626 -0.806  0.06
H -4.225 -3.523 -0.473  0.13
H -3.240 -3.611 -3.490  0.10
H -3.336 -4.877 -2.265  0.09
H -1.782 -4.479 -3.025  0.06
H -2.763 -3.053 3.035  0.07
H -3.906 -3.982 2.047  0.09
H -4.492 -3.035 3.422  0.10
H -2.584 -0.459 2.683  0.06
H -4.184 -0.569 3.455  0.10
H -3.973 0.352 1.951  0.08
H -5.796 -2.739 0.863  0.08
H -5.648 -1.004 0.526  0.08
H -6.084 -1.567 2.145  0.10
H 2.123 -0.168 5.064  0.08
H 2.829 -1.230 3.832  0.09
H 2.241 -1.910 5.361  0.09
H -0.316 -0.377 5.661  0.08
H -0.320 -2.139 5.742  0.09
H -1.422 -1.306 4.634  0.08
H 1.452 -2.893 2.644  0.07
H -0.304 -2.954 2.815  0.07
H 0.743 -3.523 4.138  0.09
C 3.710 1.558 0.726  -0.16
N 3.685 0.688 -0.462  -0.13
C 4.844 0.538 -1.069  -0.08
C 4.935 -0.258 -2.218  -0.33
C 5.932 -0.512 -3.171  -0.02
C 5.341 -1.308 -4.147  -0.07
C 4.005 -1.513 -3.754  -0.16
N 3.762 -0.892 -2.591  -0.16
C 3.818 3.045 0.434  -0.24
C 3.933 3.913 1.517  -0.06
C 4.012 5.283 1.323  -0.08
C 3.985 5.804 0.034  -0.08
C 3.879 4.944 -1.049  -0.07
C 3.796 3.568 -0.852  -0.06
H 4.554 1.271 1.357  0.13
H 2.810 1.379 1.308  0.09
H 5.726 1.045 -0.676  0.15
H 6.951 -0.149 -3.145  0.11
H 5.808 -1.702 -5.041  0.10
H 3.230 -2.077 -4.261  0.11
H 3.958 3.507 2.526  0.12
H 4.099 5.947 2.174  0.11
H 4.050 6.874 -0.122  0.10
H 3.860 5.343 -2.058  0.11
H 3.687 2.915 -1.709  0.10
C 2.470 -4.466 -2.078  -0.04
C 1.868 -3.476 -1.085  -0.67
C 2.966 -2.903 -0.184  -0.07
C 0.816 -4.178 -0.225  -0.04
N 1.296 -2.268 -1.759  -0.56
H 2.836 -5.354 -1.555  0.10
H 3.306 -4.009 -2.616  0.07
H 1.722 -4.786 -2.805  0.07
H 3.360 -3.670 0.484  0.11
H 2.553 -2.111 0.478  0.06
H 3.802 -2.510 -0.768  0.07
H 1.288 -4.927 0.419  0.10
H 0.080 -4.696 -0.851  0.08
H 0.299 -3.451 0.403  0.06



> What is the formula in the fourth record?

C43H59BN9S3Tc



> What is the net charge in the first record?

+1